(1)
Computed, not measured: a molecular structure, C23H15BrCl3N3O10PtS3, with the ωB97M-V functional and the def2-TZVPD basis.

Results
2S+1   3
Net charge   -2
Relative energy (zero: lowest compared OMol25 entry of this formula, charge and spin)   292.9 kcal per mole
HOMO-LUMO gap (spin up / spin down)   5.891 / 5.978 eV
⟨S²⟩   2.01

```
59
Properties=species:S:1:pos:R:3:nbo_charge:R:1
Pt -2.241 0.525 1.347 0.47
C -1.175 2.820 4.625 -0.28
O -0.296 2.361 3.604 -0.48
C -0.622 2.664 2.336 0.28
C -1.484 3.686 1.978 -0.30
C -1.647 4.002 0.635 -0.06
Br -2.808 5.428 0.161 0.02
C -0.990 3.317 -0.350 -0.25
C -0.105 2.280 -0.001 -0.19
C 0.110 1.953 1.344 0.36
O 1.077 1.137 1.777 -0.66
C 0.685 1.628 -1.039 0.42
N 1.783 0.944 -0.835 -0.53
C 2.235 0.575 -2.092 0.15
C 3.365 -0.148 -2.462 -0.20
C 3.576 -0.365 -3.812 -0.24
C 2.687 0.120 -4.781 -0.23
C 1.559 0.841 -4.429 -0.25
C 1.355 1.057 -3.072 0.10
N 0.375 1.729 -2.372 -0.54
H -1.095 3.907 4.743 0.15
H -0.835 2.336 5.537 0.19
H -2.204 2.529 4.406 0.26
H -2.048 4.212 2.732 0.25
H -1.141 3.594 -1.383 0.21
H 1.575 0.795 1.002 0.52
H 4.025 -0.559 -1.710 0.26
H 4.438 -0.940 -4.124 0.21
H 2.884 -0.078 -5.828 0.20
H 0.867 1.211 -5.175 0.20
H -0.489 2.088 -2.736 0.42
Cl 0.189 -2.476 1.111 1.62
C -0.743 -3.751 1.521 -0.60
Cl -2.436 -3.639 1.769 0.05
Cl 0.049 -5.269 1.356 0.02
C -1.100 -1.545 4.482 1.04
O -1.021 -2.672 4.748 -0.54
O -1.192 -0.415 4.256 -0.50
O -4.173 -0.324 2.651 -1.02
S -4.748 1.049 2.653 2.24
O -6.195 1.089 2.741 -1.01
O -4.090 1.926 3.620 -1.04
S -4.143 1.661 0.741 -0.64
O 3.957 -2.679 -0.941 -0.98
S 2.898 -3.464 -0.340 2.31
O 3.035 -4.893 -0.498 -0.96
N 2.755 -3.028 1.191 -0.83
C 1.639 -2.509 1.731 -0.31
O -0.711 -1.337 1.389 -0.88
C 0.358 -2.296 -0.696 -0.09
C -0.628 -1.687 -1.456 -0.26
C -0.563 -1.839 -2.829 -0.19
C 0.473 -2.579 -3.405 -0.23
C 1.471 -3.120 -2.622 -0.17
C 1.441 -2.961 -1.232 -0.39
H -1.431 -1.154 -0.957 0.27
H -1.320 -1.386 -3.457 0.21
H 0.510 -2.709 -4.479 0.21
H 2.306 -3.641 -3.074 0.23
```

(2)
Computed, not measured: a molecular structure, C23H15CeF5NO2S3, with the ωB97M-V functional and the def2-TZVPD basis.

Results
2S+1   2
HOMO-LUMO gap (spin up / spin down)   8.339 / 8.356 eV
⟨S²⟩   0.75

```
50
Properties=species:S:1:pos:R:3:mulliken_spin:R:1
Ce 1.787 -1.789 0.102 1.01
F -3.371 -2.646 4.830 0.00
C -2.137 -2.702 4.333 0.00
C -1.922 -2.543 2.984 0.00
F -2.947 -2.328 2.155 0.00
C -0.630 -2.596 2.509 0.00
F -0.473 -2.434 1.163 0.00
C 0.491 -2.816 3.283 0.00
S 2.114 -2.935 2.637 0.00
C 0.227 -2.969 4.644 0.00
F 1.228 -3.188 5.493 0.00
C -1.052 -2.914 5.162 0.00
F -1.256 -3.063 6.470 0.00
S 3.828 -1.911 -1.961 0.00
C 2.365 -2.262 -2.789 0.00
N 1.241 -2.522 -2.149 0.00
C 0.156 -2.685 -3.014 -0.01
C -1.160 -2.931 -2.637 0.00
C -2.120 -3.075 -3.623 0.00
C -1.780 -2.981 -4.975 0.00
C -0.474 -2.736 -5.360 0.00
C 0.486 -2.587 -4.365 0.00
S 2.188 -2.255 -4.517 0.00
H -1.418 -3.007 -1.589 0.00
H -3.149 -3.265 -3.345 0.00
H -2.547 -3.101 -5.732 0.00
H -0.208 -2.661 -6.408 0.00
C -0.330 6.271 0.308 0.00
C 0.047 4.811 0.312 0.00
C 1.375 4.412 0.322 0.00
C 1.746 3.072 0.316 0.00
C 3.222 2.742 0.339 0.00
C 0.731 2.105 0.273 0.00
C -0.628 2.480 0.254 0.00
C -1.772 1.491 0.244 0.00
C -0.938 3.829 0.288 0.00
C 1.095 0.676 0.250 0.00
O 2.113 0.239 0.889 0.00
O 0.400 -0.163 -0.421 0.00
H 0.524 6.903 0.551 0.00
H -1.127 6.474 1.026 0.00
H -0.697 6.568 -0.679 0.00
H 2.154 5.166 0.340 0.00
H 3.800 3.639 0.122 0.00
H 3.494 1.977 -0.385 0.00
H 3.519 2.369 1.319 0.00
H -1.606 0.665 0.935 0.00
H -1.915 1.056 -0.745 0.00
H -2.693 1.995 0.536 0.00
H -1.982 4.125 0.303 0.00
```

(3)
Computed, not measured: a molecular structure, C23H15Cl2N6O2Rh, with the ωB97M-V functional and the def2-TZVPD basis.

Results
Relative energy (zero: lowest compared OMol25 entry of this formula, charge and spin)   114.5 kcal per mole
HOMO-LUMO gap (spin up / spin down)   6.161 / 6.163 eV

```
49
Properties=species:S:1:pos:R:3:nbo_charge:R:1
Rh -0.185 0.209 1.225 0.57
N -1.931 1.706 -1.910 -0.61
C -1.310 0.577 -1.272 0.76
N -1.309 1.298 0.172 -0.59
C -1.509 2.517 0.667 0.34
N -1.187 2.808 1.902 -0.39
N -0.738 1.671 2.522 -0.25
C 0.504 1.715 2.919 -0.07
C 1.082 0.743 3.876 0.16
C 1.623 1.175 5.078 -0.20
C 2.070 0.275 6.027 -0.18
C 1.955 -1.082 5.762 -0.23
C 1.482 -1.488 4.539 0.02
N 1.096 -0.590 3.609 0.06
C -2.090 3.492 -0.237 -0.13
C -2.484 4.779 0.106 -0.15
C -3.070 5.596 -0.841 -0.23
C -3.272 5.113 -2.131 -0.19
C -2.889 3.832 -2.479 -0.26
C -2.274 3.011 -1.531 0.26
H -2.370 1.474 -2.799 0.39
H -0.701 -1.377 -2.828 0.24
H 1.098 2.619 2.799 0.21
H 1.646 2.240 5.263 0.24
H 2.470 0.623 6.969 0.23
H 2.266 -1.830 6.478 0.23
H 1.408 -2.514 4.213 0.24
H -2.330 5.113 1.123 0.24
H -3.380 6.599 -0.581 0.22
H -3.737 5.745 -2.876 0.22
H -3.052 3.463 -3.484 0.21
Cl -0.452 -0.875 -5.466 -0.01
C 0.230 -2.107 -4.424 0.01
C 0.709 -3.279 -5.038 -0.28
C 1.216 -4.243 -4.227 0.03
Cl 1.758 -5.730 -4.943 0.01
C 1.353 -4.039 -2.821 -0.14
C 1.982 -4.978 -1.977 -0.14
C 2.152 -4.686 -0.656 -0.26
C 1.685 -3.445 -0.185 0.07
N 1.087 -2.556 -0.932 -0.39
C 0.902 -2.817 -2.252 0.19
C 0.256 -1.827 -3.071 -0.23
O -0.247 -0.031 -1.017 -0.54
H 0.644 -3.417 -6.107 0.25
H 2.339 -5.909 -2.395 0.23
H 2.642 -5.377 0.016 0.22
H 1.811 -3.174 0.859 0.20
O 1.049 -1.021 2.356 -0.56
```

(4)
Computed, not measured: a molecular structure, C23H15Cl5N2PTi, with the ωB97M-V functional and the def2-TZVPD basis.

Results
2S+1   2
Net charge   +2
HOMO-LUMO gap (spin up / spin down)   7.345 / 7.579 eV
⟨S²⟩   0.75

```
47
Properties=species:S:1:pos:R:3:nbo_charge:R:1
Ti -0.938 1.062 0.859 1.23
N 0.901 0.383 -1.497 -0.88
P 0.085 -0.734 -0.480 1.13
C -1.637 -0.563 -1.123 -0.37
C -2.590 -0.163 -0.161 -0.37
C -3.867 0.234 -0.553 -0.15
C -4.196 0.205 -1.899 -0.16
C -3.281 -0.253 -2.843 -0.15
C -1.996 -0.617 -2.464 -0.10
C 0.697 -2.332 -1.024 -0.32
C -0.208 -3.393 -1.101 -0.21
C 0.241 -4.636 -1.511 -0.17
C 1.577 -4.815 -1.846 -0.15
C 2.479 -3.764 -1.739 -0.19
C 2.049 -2.520 -1.306 -0.21
C 1.030 1.712 -1.176 0.44
C 1.906 2.557 -1.860 -0.26
C 2.025 3.866 -1.459 -0.06
C 1.276 4.336 -0.371 -0.25
C 0.420 3.475 0.250 0.08
N 0.271 2.179 -0.152 -0.62
H 1.470 0.037 -2.257 0.44
H -2.378 -0.373 0.911 0.23
H -4.605 0.535 0.179 0.25
H -5.181 0.519 -2.216 0.26
H -3.572 -0.321 -3.883 0.25
H -1.277 -0.954 -3.200 0.24
H -1.249 -3.235 -0.850 0.23
H -0.455 -5.461 -1.571 0.24
H 1.919 -5.782 -2.188 0.25
H 3.521 -3.914 -1.984 0.24
H 2.761 -1.713 -1.175 0.22
H 2.491 2.166 -2.682 0.25
H 2.708 4.527 -1.975 0.26
H 1.372 5.356 -0.029 0.26
H -0.166 3.782 1.108 0.22
Cl -2.147 1.997 2.784 0.13
C -0.671 1.291 3.472 -0.04
C 0.136 0.723 2.502 -0.50
C 1.364 0.200 2.917 0.08
Cl 2.481 -0.403 1.749 0.06
C 1.723 0.227 4.263 -0.12
Cl 3.239 -0.372 4.759 0.13
C 0.839 0.774 5.209 -0.04
Cl 1.267 0.784 6.854 0.15
C -0.382 1.338 4.818 -0.09
Cl -1.449 2.052 5.941 0.13
```